[1]
Density functional theory data (ωB97M-V/def2-TZVPD) for a structure of composition C3H9NS at a distorted geometry.

## Properties
Gap between HOMO and LUMO = 9.3 eV
E_HOMO = -8.593 eV
LUMO energy = 0.717 eV

Atoms and positions in Å:
C  -0.28174  1.04395  -0.47115
C  0.79124  -0.07874  -1.01743
C  0.76279  -1.22372  0.09415
H  -2.07115  0.35012  -0.45063
H  -1.66722  1.02500  1.03741
H  0.40787  1.48370  0.28409
H  -0.78572  1.84777  -1.10645
H  1.76008  0.40495  -1.21341
H  0.40996  -0.71791  -1.94052
H  1.10430  -2.29166  -0.24467
H  -0.54557  -1.16287  0.59561
H  -0.02074  -0.52393  2.34725
N  -1.24860  0.41259  0.37063
S  1.38450  -0.56924  1.71513

Atom charges from the Mulliken analysis, given in e for atoms 1 to 4:
1 C -0.63
2 C -0.52
3 C -0.55
4 H 0.26



[2]
Density functional theory data (ωB97M-V/def2-TZVPD) for the molecule C5H7NOS at a distorted geometry.

## Properties
SMILES = O=C(S)C1=CCNC1
Gap between HOMO and LUMO = 9.3 eV
E_HOMO = -8.984 eV
LUMO energy = 0.314 eV

Atoms and positions in Å:
C  0.82088  1.82374  -0.49739
C  0.20251  0.51069  -0.17119
C  -0.09052  -0.02286  1.01433
C  -0.59188  -1.43441  0.86421
C  -0.03663  -0.49485  -1.27157
H  -0.12213  2.58631  1.55898
H  0.04392  0.47860  1.99236
H  -1.48162  -1.59156  1.41418
H  0.17671  -2.14863  1.25081
H  -0.57043  -2.44580  -0.95763
H  -0.60986  -0.04649  -2.07809
H  0.93709  -0.83453  -1.68265
N  -0.80146  -1.53628  -0.58642
O  1.37548  1.99834  -1.54638
S  0.74794  3.15773  0.69646

Atom charges from the Mulliken analysis, given in e for atoms 1 to 4:
1 C 0.52
2 C 0.35
3 C -0.46
4 C -0.53



[3]
Density functional theory data (ωB97M-V/def2-TZVPD) for a cluster of 2 separate species, C4H11N3O2 in total at a distorted geometry.

## Properties
SMILES = [H]/N=C(/N)NC.CC(=O)O
Gap between HOMO and LUMO = 10.3 eV
E_HOMO = -9.647 eV
LUMO energy = 0.630 eV

Atoms and positions in Å:
C  0.66247  -1.17646  -3.66557
C  0.44687  -1.11580  -2.07293
O  0.64564  -1.99991  -1.27740
O  -0.12066  0.10849  -1.94278
H  0.26158  -0.29380  -4.17915
H  0.30110  -1.99077  -4.18943
H  1.69400  -1.32960  -3.52849
C  0.90933  1.67238  2.17614
C  -1.02836  0.23174  1.84932
N  -1.23708  -0.66927  0.71495
N  0.45283  0.29702  1.97323
N  -1.89851  0.80802  2.52576
H  -2.14751  -0.68809  0.41906
H  -0.99726  -1.65579  1.01513
H  0.99643  -0.00437  1.12767
H  -1.62920  1.46653  3.17496
H  -0.65178  0.33406  -1.01346
H  0.55922  2.24666  3.07693
H  0.87383  2.35084  1.21685
H  1.90704  1.40814  2.59923

Atom charges from the Mulliken analysis, given in e for atoms 1 to 4:
1 C -1.01
2 C 0.74
3 O -0.52
4 O -0.49



[4]
Density functional theory data (ωB97M-V/def2-TZVPD) for the molecule C4H9NO2 at a distorted geometry.

## Properties
SMILES = CCCNC(=O)O
Gap between HOMO and LUMO = 10.6 eV
E_HOMO = -9.874 eV
LUMO energy = 0.725 eV

Atoms and positions in Å:
C  -0.64535  0.70422  -0.88922
N  -0.45019  0.37129  0.51580
C  -0.36871  -0.85485  1.06572
O  -0.42970  -1.85320  0.11934
O  -0.21321  -1.07105  2.24109
C  0.62823  0.80357  -1.69018
C  1.53230  1.94215  -1.19182
H  -1.33109  -0.03548  -1.27869
H  -1.11015  1.65421  -0.90603
H  -0.27185  1.13924  1.13001
H  -1.21710  -2.38251  0.24455
H  0.41415  0.97395  -2.72846
H  1.22031  -0.10682  -1.54265
H  1.58018  2.03657  -0.09592
H  2.59148  1.79980  -1.36686
H  1.16433  2.87284  -1.59025

Atom charges from the Mulliken analysis, given in e for atoms 1 to 4:
1 C -0.77
2 N -0.12
3 C 0.53
4 O -0.46



[5]
Density functional theory data (ωB97M-V/def2-TZVPD) for a structure of composition C43H44As2N4O3RuS2 at a distorted geometry.

## Properties
Charge = +1
Gap between HOMO and LUMO (alpha / beta) = 7.7 / 6.7 eV
⟨S²⟩ = 0.757
Spin multiplicity = 2
E_HOMO (alpha / beta) = -10.561 / -10.486 eV
LUMO energy (alpha / beta) = -2.898 / -3.758 eV

Atoms and positions in Å:
Ru  0.25577  0.10079  -0.16642
C  2.27420  0.74748  5.25079
C  2.38916  -0.55397  4.47453
N  2.98576  -0.39023  3.15553
C  2.33523  -0.13494  2.01021
S  0.61080  0.11110  2.10124
N  3.08647  -0.03083  0.93051
N  2.33459  0.22025  -0.18653
C  2.90617  0.30782  -1.33238
C  4.36891  0.16905  -1.56929
C  1.97130  0.49987  -2.48176
C  2.43079  0.59719  -3.78308
C  1.51221  0.68221  -4.82025
C  0.16199  0.66728  -4.52508
C  -0.22580  0.60053  -3.20014
N  0.64886  0.54077  -2.19703
H  1.80689  0.56489  6.21915
H  1.66434  1.46947  4.70657
H  3.25382  1.19315  5.42923
H  1.40768  -1.01002  4.34445
H  3.00395  -1.27723  5.01048
H  3.99046  -0.41502  3.07211
H  4.86360  -0.13148  -0.65124
H  4.80558  1.10933  -1.91348
H  4.54994  -0.58595  -2.33528
H  3.49029  0.58805  -3.98780
H  1.85526  0.73884  -5.84434
H  -0.59156  0.69971  -5.29867
H  -1.26922  0.57368  -2.92324
C  -1.69320  2.95477  0.33613
C  -2.55271  2.06721  -0.55926
As  -2.22732  0.18666  -0.12702
C  -3.05529  0.01186  1.60934
C  -2.52540  -0.82874  2.57975
C  -3.15583  -0.93960  3.81437
C  -4.30945  -0.21974  4.07826
C  -4.85366  0.60274  3.09912
C  -4.23381  0.71167  1.86508
C  -3.52737  -0.69495  -1.24472
C  -3.89504  -0.17557  -2.48001
C  -4.84648  -0.82554  -3.25423
C  -5.42977  -1.99599  -2.79466
C  -5.06383  -2.51506  -1.56036
C  -4.11463  -1.86783  -0.78530
As  0.19107  2.45305  0.11148
C  1.05605  3.34699  1.58569
C  0.40754  4.41501  2.19549
C  1.04745  5.13568  3.19661
C  2.33899  4.80815  3.57511
C  2.99610  3.75608  2.95138
C  2.35833  3.02601  1.96145
C  0.86841  3.47066  -1.38394
C  2.18038  3.93286  -1.32703
C  2.70668  4.66920  -2.37983
C  1.92804  4.94649  -3.49210
C  0.62154  4.48332  -3.55513
C  0.09284  3.74156  -2.50893
H  -1.91672  2.80500  1.39470
H  -1.82568  4.01136  0.09928
H  -2.23124  2.16451  -1.59586
H  -3.61104  2.32557  -0.53630
H  -1.65057  -1.42439  2.36451
H  -2.74433  -1.60158  4.56525
H  -4.79592  -0.30739  5.04085
H  -5.76619  1.15058  3.29427
H  -4.68739  1.33444  1.10291
H  -3.47239  0.75144  -2.85066
H  -5.13463  -0.41390  -4.21266
H  -6.17403  -2.50151  -3.39559
H  -5.51784  -3.42802  -1.19828
H  -3.82646  -2.28684  0.17107
H  -0.59497  4.70176  1.91201
H  0.53290  5.95895  3.67398
H  2.83408  5.37460  4.35262
H  4.00863  3.50093  3.23563
H  2.88791  2.21066  1.48537
H  2.79608  3.73747  -0.45816
H  3.72447  5.03215  -2.32385
H  2.33567  5.52939  -4.30731
H  0.00889  4.70230  -4.41986
H  -0.92779  3.39726  -2.58496
C  1.18264  -8.61539  -0.41631
C  0.85706  -7.15088  -0.49783
C  1.65673  -6.20900  0.14944
C  1.35379  -4.86140  0.10349
C  0.23237  -4.44005  -0.59994
C  -0.57424  -5.35510  -1.25908
C  -0.25796  -6.70442  -1.19881
S  -0.17745  -2.73709  -0.68348
O  -1.21966  -2.61036  -1.67341
O  -0.53342  -2.28908  0.67063
O  1.05587  -1.95640  -1.01059
H  2.25828  -8.77924  -0.35893
H  0.79911  -9.15509  -1.28121
H  0.73518  -9.06071  0.47469
H  2.53277  -6.54105  0.69374
H  1.98153  -4.13800  0.60824
H  -1.43531  -5.00848  -1.81183
H  -0.88582  -7.42172  -1.71330

Atom charges from the Mulliken analysis, given in e for atoms 1 to 4:
1 Ru 0.39
2 C -0.81
3 C -0.62
4 N -0.10



[6]
Density functional theory data (ωB97M-V/def2-TZVPD) for a cluster of 2 separate species, C5H13NO in total at a distorted geometry.

## Properties
Charge = +1
Gap between HOMO and LUMO (alpha / beta) = 11.2 / 7.5 eV
⟨S²⟩ = 0.771
Spin multiplicity = 2
E_HOMO (alpha / beta) = -14.907 / -14.908 eV
LUMO energy (alpha / beta) = -3.732 / -7.419 eV

Atoms and positions in Å:
C  1.06015  -0.85246  -1.08356
C  1.11390  0.59613  -0.57462
C  -0.16609  1.10294  0.01487
C  -1.08944  1.93581  -0.59432
C  0.40815  -0.29608  2.03808
N  -0.31902  0.79900  1.36533
H  0.99821  -0.83826  -2.14784
H  1.97026  -1.37942  -0.79485
H  0.30555  -1.40602  -0.51564
H  1.49001  1.17268  -1.44281
H  1.84490  0.73870  0.22357
H  -1.94003  2.26381  -0.01051
H  -1.02165  2.29706  -1.60252
H  0.65330  -1.14499  1.41862
H  -0.22071  -0.53994  2.88071
H  1.39324  0.06843  2.38279
H  -1.25920  0.88557  1.74923
H  -1.71928  -2.05022  -1.84420
H  -1.53939  -1.27793  -0.54821
O  -1.96285  -2.07481  -0.91412

Atom charges from the Mulliken analysis, given in e for atoms 1 to 4:
1 C -1.09
2 C -0.43
3 C 0.78
4 C -0.94



[7]
Density functional theory data (ωB97M-V/def2-TZVPD) for a cluster of 2 separate species, C3H7N3 in total at a distorted geometry.

## Properties
Gap between HOMO and LUMO = 9.7 eV
E_HOMO = -8.988 eV
LUMO energy = 0.673 eV

Atoms and positions in Å:
N  -2.05360  -0.46653  -0.16174
C  -0.92277  0.46219  -0.05393
C  0.39601  -0.15080  0.36166
N  0.29071  -1.44002  0.51016
C  2.95157  1.39666  -0.30648
N  3.87293  1.93389  -0.75211
H  -2.77753  -0.24889  0.51211
H  -2.47666  -0.43372  -1.08098
H  -1.12614  1.28306  0.64697
H  -0.72373  0.95652  -1.01467
H  2.05392  0.86470  0.07742
H  -0.61010  -1.90681  0.35429
H  1.09485  -1.99925  0.76194

Atom charges from the Mulliken analysis, given in e for atoms 1 to 4:
1 N -0.60
2 C -0.06
3 C -0.65
4 N -0.21



[8]
Density functional theory data (ωB97M-V/def2-TZVPD) for a structure of composition CH2Cl2N2 at a distorted geometry.

## Properties
Gap between HOMO and LUMO (alpha / beta) = 6.8 / 7.9 eV
E_HOMO (alpha / beta) = -7.889 / -8.856 eV
LUMO energy (alpha / beta) = -1.046 / -0.947 eV

Atoms and positions in Å:
C  -0.18412  -0.34492  -0.46687
N  -1.60525  0.64836  0.21955
N  0.86914  -0.18339  0.26433
Cl  0.85986  0.51369  1.87173
Cl  2.34491  -1.14618  0.18596
H  -0.11706  -0.50588  -1.54398
H  -2.16748  1.01834  -0.53072

Atom charges from the Mulliken analysis, given in e for atoms 1 to 4:
1 C 0.01
2 N -0.46
3 N -0.02
4 Cl 0.03



Asked for energy relative to the best compared isomer or geometry (same formula, charge and spin) across the records above, the calculation gives 353.60; 105.49; 271.85; 57.64; 0.00; 109.96; 219.47; 631.92 kJ/mol in order.
Asked for E across the records above, the calculation gives -15578.666; -19670.509; -12890.012; -9879.463; -203334.213; -8924.611; -7692.405; -29087.106 eV in order.